[1]
A structure of composition C19H43N2ORhS5Si2, computed with ωB97M-V/def2-TZVPD.

Computed properties:
Net charge: +2
Strongest force on any atom (hartree/bohr): 0.0092
Frontier orbital gap (alpha / beta) (eV): 3.5277 / 3.5069
Relative energy (zero: lowest compared OMol25 entry of this formula, charge and spin) (kJ/mol): 0.0

The geometry in XYZ format:
```
73
Properties=species:S:1:pos:R:3:forces:R:3
Rh 0.1487 -0.3246 -1.6050 -0.2 0.1 0.1
C -2.7050 -0.1626 -3.2203 0.0 0.0 0.0
C -1.8349 -0.7797 -4.3124 0.0 0.0 0.0
S -0.0977 -0.2391 -4.2356 0.0 0.0 -0.2
C 0.8159 -1.7864 -4.4487 0.0 0.0 0.0
C 0.4810 -2.9601 -3.5278 0.0 0.1 0.0
S 0.0984 -2.5520 -1.7699 0.0 -0.1 -0.2
C -1.6734 -3.0575 -1.7100 0.0 0.0 0.0
C -2.5392 -2.0168 -1.0340 0.0 0.0 0.1
S -2.1308 -0.3076 -1.4947 0.0 -0.1 0.0
H -2.7765 0.9164 -3.3676 0.0 0.0 0.0
H -3.7205 -0.5597 -3.2631 0.0 0.0 0.0
H -1.8674 -1.8661 -4.2798 0.0 0.0 0.0
H -2.2448 -0.4771 -5.2759 0.0 0.0 0.0
H 0.7162 -2.1267 -5.4801 0.0 0.0 0.0
H 1.8504 -1.4748 -4.3045 0.0 0.0 0.0
H -0.3678 -3.5291 -3.9025 0.0 0.0 0.0
H 1.3301 -3.6424 -3.5054 0.0 0.0 0.0
H -2.0071 -3.2286 -2.7296 0.0 0.0 0.0
H -1.7239 -4.0091 -1.1825 0.0 0.0 0.0
H -3.5970 -2.2019 -1.2255 0.0 0.0 0.0
H -2.3919 -2.0321 0.0487 0.0 0.0 -0.1
C 0.5558 4.3505 -1.8970 -0.1 0.0 0.0
S 1.2456 2.7274 -1.6390 0.0 0.0 -0.1
C 1.9812 3.0062 -0.0359 -0.1 0.1 0.0
O 0.0153 1.8573 -1.3769 0.1 -0.1 0.3
H -0.0966 4.6094 -1.0633 0.0 0.0 0.0
H -0.0064 4.3166 -2.8279 0.0 0.0 0.0
H 1.3721 5.0657 -1.9913 0.0 0.0 0.0
H 2.7994 3.7190 -0.1396 0.0 0.0 0.0
H 2.3660 2.0458 0.2947 0.0 -0.1 0.0
H 1.2185 3.3846 0.6486 0.1 0.0 -0.1
C 5.5631 -1.0722 -1.0207 0.0 0.0 0.0
N 4.4646 -1.6402 -0.2475 0.1 0.0 -0.1
C 4.5794 -2.5525 0.7896 0.1 0.0 0.0
C 3.3362 -2.8198 1.2311 -0.1 0.0 0.0
N 2.4776 -2.0596 0.4584 0.0 0.1 0.0
C 3.1696 -1.3432 -0.4434 -0.1 0.0 0.1
S 2.5473 -0.2623 -1.6115 0.0 0.0 0.0
H 6.4769 -1.5967 -0.7598 0.0 0.0 0.0
H 5.6725 -0.0128 -0.7970 0.0 0.0 0.0
H 5.3615 -1.1944 -2.0827 0.0 0.0 0.0
H 5.5340 -2.9330 1.1076 0.0 0.0 0.0
H 2.9954 -3.4882 2.0004 0.0 0.0 0.0
H 1.4693 -2.0029 0.4886 0.0 -0.1 0.0
C 1.2957 0.3820 3.0207 0.0 0.1 -0.1
Si -0.4129 -0.3846 3.1763 -0.2 -0.2 0.1
C -0.4897 -2.1366 2.5205 0.1 -0.1 0.0
C -1.1454 -0.2572 4.8719 0.0 0.0 0.0
C -1.2479 0.6976 1.8815 -0.1 0.3 0.1
Si -2.4101 2.1927 2.0631 -0.1 0.0 0.0
C -3.8748 1.5460 3.0247 0.0 0.1 0.0
C -1.3750 3.3610 3.1081 0.1 0.0 -0.1
C -2.8591 2.8886 0.4049 0.0 0.0 -0.1
H 1.9231 -0.0839 3.7876 0.0 0.0 0.0
H 1.2967 1.4568 3.2077 0.0 0.0 0.0
H 1.7364 0.1932 2.0393 0.0 0.0 0.0
H 0.3402 -2.7097 2.9427 0.0 0.0 0.0
H -0.4393 -2.1995 1.4305 0.0 0.1 0.0
H -1.4111 -2.6256 2.8416 0.0 0.0 0.0
H -0.6297 -0.9465 5.5457 0.0 0.0 0.0
H -2.2008 -0.5336 4.8731 0.0 0.0 0.0
H -1.0532 0.7428 5.2984 0.0 0.0 0.0
H -0.8721 0.4555 0.8836 0.3 0.1 -0.3
H -3.6218 1.3390 4.0641 0.0 0.0 0.0
H -4.3203 0.6523 2.5850 0.0 0.0 0.0
H -4.6378 2.3297 3.0119 0.0 0.0 0.0
H -0.9500 2.8749 3.9864 0.0 0.0 0.0
H -2.0514 4.1458 3.4603 0.0 0.0 0.0
H -0.5734 3.8443 2.5449 0.0 -0.1 0.0
H -3.5572 2.2273 -0.1126 0.0 0.0 0.0
H -1.9772 2.9987 -0.2322 0.0 0.0 0.1
H -3.3425 3.8623 0.5118 0.0 0.0 0.0
```
Forces are in eV/Å.

[2]
The molecule C2H3FNP at a distorted geometry, computed with ωB97M-V/def2-TZVPD.

Computed properties:
Net charge: 0
Strongest force on any atom (hartree/bohr): 0.1409
Frontier orbital gap (alpha / beta) (eV): 7.8369 / 9.6696
Structure (SMILES): [H]/N=C1/CP1F
Relative energy (zero: lowest compared OMol25 entry of this formula, charge and spin) (kJ/mol): 375.5

The geometry in XYZ format:
```
8
Properties=species:S:1:pos:R:3:forces:R:3
C -0.6502 0.1059 0.0414 -1.1 7.0 -1.5
C 0.2064 -0.4190 1.0615 -0.6 -1.3 1.7
N -0.6276 1.8170 -0.5598 0.0 -5.9 2.6
F 1.0256 -0.8916 -1.6935 -0.6 -0.3 0.7
P -0.1101 -1.3594 -0.5941 1.4 -0.9 -1.0
H 0.9888 0.2786 1.2668 0.9 0.1 0.2
H -0.0526 -1.0932 2.0123 0.2 1.5 -2.3
H -0.7803 1.5617 -1.5344 -0.2 0.0 -0.4
```
Forces are in eV/Å.

[3]
The molecule C22H24N4OS at a distorted geometry, computed with ωB97M-V/def2-TZVPD.

Computed properties:
Net charge: 0
Strongest force on any atom (hartree/bohr): 0.0223
Frontier orbital gap (eV): 9.3242
Structure (SMILES): Cc1ccc(-n2c(C)nnc2SCC(=O)N2CCc3ccccc3C2)cc1C
Relative energy (zero: lowest compared OMol25 entry of this formula, charge and spin) (kJ/mol): 0.0

The geometry in XYZ format:
```
52
Properties=species:S:1:pos:R:3:forces:R:3
C 6.2963 -0.2883 -0.9017 0.0 0.0 0.0
C 4.8739 -0.4717 -0.4715 -0.1 0.0 0.0
C 4.2244 -1.6770 -0.7012 0.0 0.0 0.0
C 2.9128 -1.8740 -0.3127 -0.1 0.1 0.2
C 2.2387 -0.8407 0.3214 0.6 0.0 -0.1
C 2.8675 0.3744 0.5506 -0.1 -0.2 -0.1
C 4.1822 0.5697 0.1576 0.0 -0.1 0.0
C 4.8441 1.8895 0.4042 0.0 0.0 0.0
H 5.2034 2.3187 -0.5303 0.1 0.1 0.0
H 4.1473 2.5874 0.8600 0.0 0.1 0.0
H 5.7028 1.7703 1.0647 0.1 0.1 0.0
H 2.3060 1.1793 0.9992 -0.1 0.1 0.0
N 0.8974 -1.0224 0.7123 -0.8 -0.2 0.4
C -0.1647 -1.3331 -0.0952 0.3 -0.3 -0.6
N -1.2600 -1.4241 0.5990 -0.3 -0.2 -0.9
N -0.9469 -1.1750 1.8767 0.0 0.1 1.1
C 0.3324 -0.9210 1.9507 0.3 0.0 -0.1
C 1.0804 -0.5820 3.1805 0.0 0.1 0.0
H 0.5143 -0.9236 4.0420 0.0 0.0 0.0
H 2.0636 -1.0493 3.1682 0.0 0.0 0.1
H 1.2098 0.4974 3.2535 0.1 0.0 0.1
S -0.0327 -1.4249 -1.8374 -0.1 0.1 0.0
C 0.0799 0.3889 -2.1429 0.2 -0.3 0.1
C -0.5507 1.1667 -0.9981 0.1 0.1 -0.5
O 0.1680 1.7743 -0.2170 0.2 0.1 0.2
N -1.8847 1.1645 -0.8798 -0.2 0.2 0.1
C -2.8045 0.4126 -1.7159 -0.2 -0.1 -0.4
C -3.9030 -0.1969 -0.8926 -0.1 0.0 0.0
C -4.3149 -1.5080 -1.0532 0.0 0.1 0.0
C -5.3501 -2.0013 -0.2777 0.0 -0.1 0.0
C -5.9652 -1.1899 0.6601 -0.1 0.0 0.1
C -5.5430 0.1173 0.8333 0.0 0.0 0.0
C -4.5146 0.6180 0.0543 0.0 0.0 -0.1
C -3.9440 1.9959 0.1925 0.1 -0.1 0.0
C -2.4274 1.8688 0.2756 0.1 0.4 0.3
H -2.1592 1.3102 1.1809 0.0 0.1 0.0
H -1.9443 2.8495 0.3279 -0.1 -0.1 0.1
H -4.2160 2.6067 -0.6741 0.0 0.1 0.0
H -4.3153 2.4912 1.0895 0.0 0.0 0.0
H -6.0110 0.7477 1.5758 0.0 0.1 0.1
H -6.7687 -1.5797 1.2676 -0.1 0.0 0.0
H -5.6716 -3.0248 -0.3993 0.0 -0.1 0.0
H -3.8236 -2.1430 -1.7750 0.1 -0.1 -0.1
H -2.2747 -0.3781 -2.2438 -0.1 0.1 0.0
H -3.2443 1.0968 -2.4593 0.0 -0.1 0.0
H -0.3975 0.5791 -3.1022 0.0 0.0 0.0
H 1.1371 0.6534 -2.1920 -0.2 0.1 0.0
H 2.4143 -2.8135 -0.4990 0.0 -0.1 0.0
H 4.7531 -2.4795 -1.1945 0.1 -0.1 0.0
H 6.6829 -1.1979 -1.3537 0.1 0.0 0.0
H 6.9241 -0.0290 -0.0499 0.1 0.0 0.0
H 6.3757 0.5203 -1.6278 0.1 0.1 -0.1
```
Forces are in eV/Å.

[4]
A cluster of 2 separate species, C3HF3O in total at a distorted geometry, computed with ωB97M-V/def2-TZVPD.

Computed properties:
Net charge: 0
Strongest force on any atom (hartree/bohr): 0.1160
Frontier orbital gap (alpha / beta) (eV): 7.0683 / 6.7736
Relative energy (zero: lowest compared OMol25 entry of this formula, charge and spin) (kJ/mol): 756.2

The geometry in XYZ format:
```
8
Properties=species:S:1:pos:R:3:forces:R:3
C 0.7728 -2.4896 0.5271 0.3 -1.0 0.4
C 0.8107 -1.3345 0.2488 -0.2 4.2 -1.3
C -0.4415 1.3898 -0.3526 -5.0 2.7 1.7
O 0.7511 1.0639 -0.5283 4.0 -3.9 0.4
F -0.5907 2.7295 -0.7072 0.8 -0.9 0.0
F -0.9036 1.3602 0.9467 0.6 -0.4 -0.5
F -1.3550 0.7454 -1.0576 -0.3 -0.8 -0.5
H 0.9561 -3.4646 0.9230 -0.2 0.0 -0.1
```
Forces are in eV/Å.

[5]
A structure of composition C24H15Br2CoN4O3S2, computed with ωB97M-V/def2-TZVPD.

Computed properties:
Net charge: +2
Strongest force on any atom (hartree/bohr): 0.0167
Frontier orbital gap (alpha / beta) (eV): 6.6271 / 6.6337
Relative energy (zero: lowest compared OMol25 entry of this formula, charge and spin) (kJ/mol): 27.6

The geometry in XYZ format:
```
51
Properties=species:S:1:pos:R:3:forces:R:3
Co -0.0399 -0.3745 -0.7691 0.5 0.7 -0.2
Br 1.1707 2.1594 5.0573 0.0 0.0 0.0
C 0.8183 1.3735 3.4110 -0.1 0.0 0.0
C -0.4095 0.7618 3.1729 0.0 0.0 0.0
C -0.6346 0.1972 1.9374 0.0 -0.1 0.0
N 0.3013 0.2192 0.9855 -0.4 -0.3 -0.3
C 1.4817 0.8223 1.1926 0.2 0.1 0.0
C 1.7790 1.4056 2.4056 0.0 0.0 -0.1
C 2.3396 0.8138 -0.0009 0.1 0.0 0.0
C 3.6025 1.3583 -0.1027 -0.1 0.0 0.0
C 4.2557 1.2909 -1.3293 0.0 0.0 -0.1
Br 5.9597 2.0065 -1.5160 0.0 0.0 0.0
C 3.6228 0.6910 -2.4151 0.0 0.0 0.0
C 2.3593 0.1701 -2.2357 0.0 0.0 0.0
N 1.7450 0.2275 -1.0532 -0.2 -0.2 0.2
H -1.1784 0.7303 3.9309 0.0 0.0 0.0
H -1.5724 -0.2893 1.6980 0.0 0.0 0.0
H 2.7290 1.8924 2.5703 0.0 0.0 0.0
H 4.0756 1.8313 0.7453 0.0 0.0 0.0
H 4.1002 0.6356 -3.3824 0.0 0.0 0.0
H 1.8210 -0.2898 -3.0554 0.0 0.0 0.0
S 0.3703 -4.5908 -1.7312 0.0 0.0 -0.1
C 0.1820 -2.9169 -1.7906 -0.1 0.1 0.0
N 0.4211 -2.2572 -0.6814 -0.1 -0.2 0.2
C 0.8019 -3.1328 0.3484 0.2 0.1 -0.1
C 1.1856 -2.8162 1.6554 0.0 -0.1 0.0
C 1.5350 -3.8437 2.5030 0.0 0.0 0.0
C 1.5228 -5.1804 2.0815 0.0 0.0 0.0
C 1.1728 -5.5085 0.7929 0.0 0.0 0.0
C 0.8175 -4.4686 -0.0668 0.0 0.0 0.1
H -0.1643 -2.4296 -2.6938 0.0 0.0 0.0
H 1.2274 -1.7983 2.0026 0.0 0.1 0.0
H 1.8319 -3.6138 3.5172 0.0 0.0 0.0
H 1.8024 -5.9614 2.7747 0.0 0.0 0.0
H 1.1761 -6.5359 0.4561 0.0 0.0 0.0
O -0.4193 3.6879 -1.9026 0.0 0.1 0.1
S -1.0545 2.9150 -0.8939 0.0 -0.2 -0.3
O -0.7141 3.0875 0.4844 0.0 0.0 0.1
N -0.8589 1.2748 -1.2702 0.1 0.0 0.0
C -2.0222 0.6467 -1.4033 0.3 -0.4 0.0
O -1.8812 -0.6392 -1.3932 -0.3 0.3 0.3
C -3.1984 1.4988 -1.4243 0.0 0.0 0.1
C -4.5288 1.1837 -1.6469 0.0 0.0 0.0
C -5.4504 2.2223 -1.5960 0.0 0.0 0.0
C -5.0460 3.5258 -1.3256 0.0 0.0 0.0
C -3.7080 3.8464 -1.0942 0.0 0.0 0.0
C -2.8048 2.8112 -1.1489 -0.2 0.1 0.0
H -4.8342 0.1685 -1.8597 0.0 0.0 0.0
H -6.4975 2.0181 -1.7707 0.0 0.0 0.0
H -5.7879 4.3124 -1.2910 0.0 0.0 0.0
H -3.4026 4.8612 -0.8787 0.0 0.0 0.0
```
Forces are in eV/Å.

[6]
A cluster of 2 separate species, CHClN2O3S in total at a distorted geometry, computed with ωB97M-V/def2-TZVPD.

Computed properties:
Net charge: 0
Strongest force on any atom (hartree/bohr): 0.0631
Frontier orbital gap (eV): 10.8226
Relative energy (zero: lowest compared OMol25 entry of this formula, charge and spin) (kJ/mol): 0.0

The geometry in XYZ format:
```
9
Properties=species:S:1:pos:R:3:forces:R:3
C 1.0409 0.7551 0.0998 0.0 0.4 3.2
N 1.6728 -2.7332 -0.4375 0.2 -0.2 0.1
N 0.8679 -2.1447 -0.8719 -0.3 0.0 -0.1
O 1.0853 0.7068 -1.0622 1.1 0.4 -2.3
O -0.0957 0.3838 0.7690 -1.1 0.1 1.3
O -2.6378 -0.2930 0.9294 0.5 -0.3 0.9
S -1.6622 0.1306 -0.0180 1.1 -0.1 -1.1
Cl -2.1469 2.0867 -0.3217 0.3 0.5 -0.1
H 1.8756 1.1080 0.9130 -1.8 -0.9 -1.9
```
Forces are in eV/Å.